Below is C4H9NO2 in the gas phase at a distorted geometry, with properties calculated with wB97M-V/def2-TZVPD.

Results
relative energy (zero: lowest compared OMol25 entry of this formula, charge and spin): 513.5 kJ/mol
LUMO level: 0.97 eV
E_HOMO: -0.32775 Eh
HOMO-LUMO gap: 9.89 eV
SMILES: C=C(C)ON(C)O
DFT total energy: -362.8899 Ha

The geometry in ORCA input format:
```
! wB97M-V def2-TZVPD RIJCOSX def2/J DEFGRID3
* xyz 0 1
C -1.00 -0.37 -1.96
C 1.82 0.23 1.66
C -2.09 -0.14 0.28
N 1.35 -0.18 0.35
C -0.95 0.02 -0.68
O 2.31 0.20 -0.57
O 0.11 0.72 -0.20
H 1.86 -0.01 -1.41
H -1.89 -0.79 -2.39
H -0.25 -0.04 -2.67
H 2.71 -0.36 1.89
H 1.04 -0.01 2.38
H 2.08 1.29 1.69
H -2.95 -0.61 -0.19
H -1.77 -0.76 1.12
H -2.39 0.83 0.68
*
```